(1)
Formula: C4H6N4
Source: the OMol25 dataset
Level of theory: the ωB97M-V functional and the def2-TZVPD basis

Its charge is 0. The value obtained for the HOMO-LUMO gap is 9.002 eV. The value obtained for the total energy is -10199.269 eV.

Last column: natural (NBO) charge in e.
Cartesian coordinates (Å):
1 C 2.65 -0.25 0.05  -0.125
2 C -1.92 -0.71 0.02  -0.020
3 C -1.73 0.55 -0.15  -0.327
4 C -0.26 0.81 -0.05  0.364
5 H 2.76 0.95 -0.32  0.197
6 H 3.50 -0.70 0.22  0.162
7 H -0.62 -2.44 -0.34  0.414
8 H -2.91 -1.15 0.57  0.229
9 H -2.36 1.67 -0.39  0.249
10 H -0.41 2.48 0.37  0.340
11 N 1.48 -1.01 -0.09  -0.247
12 N 0.21 -0.50 -0.09  -0.115
13 N -0.78 -1.58 0.11  -0.415
14 N 0.39 1.88 0.10  -0.706

(2)
Formula: C4H6N4
Source: the OMol25 dataset
Level of theory: the ωB97M-V functional and the def2-TZVPD basis

Its charge is 0. The value obtained for the HOMO-LUMO gap is 9.146 eV. The value obtained for the total energy is -10203.583 eV.

Last column: natural (NBO) charge in e.
Cartesian coordinates (Å):
1 C -0.26 -0.60 -0.54  0.355
2 C 1.08 0.74 0.73  0.390
3 C 1.82 -0.47 0.34  -0.212
4 C 1.08 -1.19 -0.43  -0.223
5 H -3.06 -0.30 -1.59  0.369
6 H -2.66 -0.11 0.04  0.341
7 H -1.01 1.19 0.36  0.428
8 H 0.84 2.23 1.66  0.324
9 H 2.91 -0.56 0.74  0.248
10 H 1.45 -2.15 -0.84  0.240
11 N -2.30 0.06 -0.99  -0.712
12 N -1.22 -0.92 -1.33  -0.275
13 N -0.28 0.46 0.40  -0.655
14 N 1.60 1.62 1.46  -0.618

For the records above, the corresponding relative energy (zero: lowest compared OMol25 entry of this formula, charge and spin) values read 643.6; 227.3 kJ/mol.